(1)
ORCA calculation (ωB97M-V/def2-TZVPD) on a cluster of 13 separate species, C37H53Br8F7O25 in total at a distorted geometry.

Structure (XYZ):
```
130
Properties=species:S:1:pos:R:3:lowdin_charge:R:1
Br 1.18 -6.35 0.92 0.57
O -5.05 -3.50 -3.45 0.11
C -3.18 4.04 2.29 -0.03
H 1.50 0.94 -3.59 0.10
H -1.57 -0.63 0.66 0.10
O -6.35 -4.81 -4.73 0.20
H 0.06 0.24 -2.85 0.10
O 4.44 -1.12 -2.40 0.02
H 6.00 -2.33 -3.17 0.14
H 7.45 -0.62 -1.47 0.16
O 5.83 0.63 -2.09 0.14
H 1.15 1.84 6.80 0.15
O -3.78 3.75 5.64 0.15
C -3.23 -3.26 -4.84 -0.01
F 7.43 -0.43 -3.34 0.05
C 5.01 -1.79 3.06 -0.60
C -0.70 2.72 5.96 -0.23
Br -2.51 -5.87 -1.83 0.66
H 2.39 5.48 -3.46 0.09
C -4.08 1.38 -6.14 -0.67
O 3.45 0.80 4.67 0.17
H 2.13 5.07 -1.72 0.10
O -3.05 4.38 3.66 0.07
C 0.01 -0.46 -5.69 -0.58
H 6.37 -2.68 4.29 0.04
H 0.29 -5.10 -1.17 0.04
O -0.75 0.45 3.41 0.15
H -2.52 -2.92 0.82 0.05
Br -3.71 1.88 -4.29 0.60
H 2.40 3.96 2.45 0.16
H -0.82 -4.87 0.26 0.04
H 1.52 1.44 1.08 0.14
C -0.19 -5.56 -0.37 -0.66
H 5.80 -2.33 -1.41 0.08
H -5.01 -2.25 2.38 0.05
H -3.61 -1.18 2.28 0.05
O -4.24 -4.21 -5.35 0.07
C 1.20 -1.23 -3.92 -0.24
H -2.23 4.05 1.78 0.12
O -0.31 5.44 -2.82 0.02
C 0.13 1.59 6.48 -0.01
C -1.35 6.97 -1.33 0.02
C -4.22 -1.90 1.72 -0.70
C -3.94 -2.75 -3.61 -0.25
H -3.76 4.81 1.78 0.13
H -2.24 -3.73 -4.63 0.14
H 2.31 -1.37 -3.76 0.17
C 0.62 4.39 -3.07 -0.24
O 2.24 2.51 3.85 0.13
O 3.11 0.98 2.43 0.03
O -0.56 -0.50 -6.71 0.19
C 0.16 -2.45 4.67 -0.06
H -0.41 1.02 7.24 0.15
Br -3.12 -4.29 2.86 0.64
C 1.97 -2.85 6.00 -0.48
C -1.22 -0.19 -0.28 -0.21
H 4.26 -2.47 3.37 0.02
Br -3.04 3.77 -7.32 0.60
H -0.42 -1.56 4.48 0.11
F -4.43 -1.36 -3.91 -0.09
H 3.07 2.24 0.73 0.16
O 0.31 0.71 5.35 0.07
H -1.52 -7.23 0.07 0.07
F -3.32 1.61 2.09 0.01
H -1.12 7.70 -2.11 0.09
C -1.31 1.29 -0.58 -0.05
C 2.02 4.72 -2.77 -0.05
C 4.50 0.26 -2.26 -0.48
O -4.57 2.69 3.74 0.12
C 0.74 0.23 -3.67 -0.01
Br 5.89 -2.72 1.51 0.60
H -3.31 1.37 -8.01 0.07
H -1.85 -0.75 -0.99 0.10
H -0.82 7.33 -0.45 0.10
H -1.97 1.59 -6.83 0.02
H -3.01 -2.51 -5.62 0.14
H 2.29 -3.13 0.33 0.11
H -0.55 -7.34 -1.45 0.07
C -3.52 -3.15 1.34 -0.72
H -5.00 1.85 -6.40 0.04
O -1.25 2.16 4.78 0.13
H -0.41 1.63 -1.15 0.07
Br 7.64 -0.61 3.83 0.59
C -4.05 2.76 2.36 -0.21
C 1.35 -2.77 3.81 -0.33
H -1.35 2.06 0.24 0.07
H -2.41 7.01 -1.16 0.08
H -4.20 0.33 -6.05 0.02
C 2.39 1.94 1.59 -0.01
H -4.17 -3.79 0.73 0.04
H -3.40 -2.55 -2.66 0.15
H -4.89 2.64 1.68 0.16
C -3.00 1.83 -7.08 -0.67
O -0.91 4.69 -0.78 0.04
O 0.81 -1.48 -5.22 0.13
C -0.53 1.08 4.40 -0.58
C 0.44 -1.86 0.18 -0.46
O -0.47 -2.48 0.76 0.01
C 2.96 1.37 3.73 -0.53
H 5.68 -1.34 5.10 0.06
C -1.05 -6.65 -0.75 -0.71
H 2.25 -1.81 -0.97 0.05
F 0.43 -2.13 -3.14 0.02
C 1.96 -2.07 0.03 0.05
C 6.68 -0.50 -2.21 -0.29
O 0.67 -2.40 6.00 0.07
H -2.26 1.42 -1.12 0.07
H 0.30 3.58 -2.44 0.09
O 2.68 -2.98 6.94 0.18
O 2.25 -3.29 4.72 0.12
O 3.57 1.00 -2.33 0.16
C -3.83 3.64 4.45 -0.55
O 0.13 -0.69 -0.38 -0.04
H -0.53 -3.29 4.60 0.11
C 1.92 3.01 2.56 -0.28
H 4.54 -0.85 2.69 0.05
C -5.31 -4.29 -4.54 -0.55
H 2.40 -1.40 0.81 0.08
C 6.02 -1.67 4.14 -0.70
C 5.78 -1.71 -2.31 -0.03
H -1.51 3.03 6.62 0.16
F 1.93 -1.67 3.28 0.06
F 0.58 3.17 2.38 0.07
H 0.46 4.08 -4.08 0.13
F 0.09 3.90 5.72 0.02
H 2.63 3.85 -3.01 0.08
O -0.05 0.53 -4.84 0.08
Br -4.91 -0.93 0.18 0.67
H 1.07 -3.47 3.02 0.16
C -0.85 5.60 -1.64 -0.51
```

## Properties
**LUMO energy**: -0.02 eV
**Electronic energy**: -24613.9589 Eh
**M**: 1670.024 g/mol
**HOMO-LUMO gap**: 9.93 eV
**HOMO energy**: -9.94 eV

***

(2)
ORCA calculation (ωB97M-V/def2-TZVPD) on a structure of composition C37H53BrFN3O2ReSSi2.

Structure (XYZ):
```
101
Properties=species:S:1:pos:R:3:lowdin_charge:R:1
C -0.22 5.85 -2.12 -0.06
H 2.14 1.37 -3.07 0.03
C -2.27 -5.61 -2.40 0.00
C 1.06 3.93 0.62 -0.59
H 0.09 -2.13 2.51 0.02
C -3.60 1.54 1.97 -0.04
Si 2.09 -2.99 1.34 0.47
C 2.71 3.25 -2.08 -0.61
N 0.99 -3.29 -0.13 -0.27
O -1.83 0.57 -0.96 -0.40
H -0.63 -4.31 -2.98 0.13
H -1.85 2.79 -1.75 0.06
C 3.18 4.65 -2.58 -0.06
H -1.07 6.30 -2.64 0.11
C 3.62 -2.16 0.65 -0.18
H 4.15 4.52 -3.06 0.11
H -3.90 -6.70 -1.54 0.14
C -2.26 2.81 5.29 -0.03
C 2.60 2.33 -3.31 -0.08
H -1.13 4.42 -4.27 0.10
H 0.69 6.25 -2.57 0.08
H -2.48 4.28 -2.46 0.10
H 3.84 -1.22 1.15 0.03
H 4.48 -2.82 0.78 0.04
H -2.10 -6.30 -3.22 0.13
H 3.53 -1.95 -0.42 0.00
S -2.70 -0.07 0.00 0.62
H 0.05 -7.76 -0.11 0.13
H 0.99 1.84 1.26 0.02
C -0.31 4.27 1.22 -0.08
C -0.36 4.31 -2.28 -0.60
H 0.62 4.37 -4.25 0.07
H 1.62 6.05 0.37 0.09
H -4.48 1.63 1.36 0.12
H 3.51 1.69 -0.78 0.05
Si 1.08 3.67 -1.25 1.11
H 3.33 5.38 -1.77 0.08
H -0.16 4.49 2.28 0.10
H 2.64 2.47 1.14 0.06
H -1.39 2.50 5.86 0.08
H 1.67 -8.21 -1.95 0.12
C 3.78 2.68 -1.15 -0.09
C -3.49 2.21 3.18 -0.01
H 3.21 -4.47 2.88 0.05
H -0.76 5.16 0.77 0.07
C -4.51 -4.94 0.53 0.01
C 2.06 -4.86 -1.70 -0.02
H -4.05 -1.94 2.05 0.13
H -0.28 6.18 -1.08 0.07
Br 1.13 -0.09 -0.85 0.33
C 1.61 2.72 1.40 -0.10
C 1.15 -4.61 -0.68 -0.34
C -2.36 2.07 3.99 -0.25
C -0.27 3.97 -3.77 -0.08
H 4.01 3.32 -0.30 0.07
F -0.44 -5.41 0.85 0.08
H 1.46 -2.32 3.60 0.05
C 0.45 -5.67 -0.13 -0.28
H -0.32 2.89 -3.96 0.09
Re -0.29 -2.06 -0.68 1.25
C -1.45 -4.48 -2.28 -0.08
H -1.97 4.27 -0.78 0.07
C -2.85 -2.69 0.45 -0.26
H -5.46 -3.96 2.15 0.12
C 1.17 -1.98 2.60 -0.17
H 1.65 -5.17 2.49 0.05
C -1.42 0.55 2.35 -0.08
H 2.06 5.33 1.91 0.11
C -2.64 -3.76 -0.44 -0.18
O -4.08 -0.25 -0.29 -0.23
C -1.74 3.87 -1.77 -0.07
C 0.61 -6.96 -0.57 0.01
H 2.04 2.77 -4.13 0.07
C 2.01 5.14 0.84 -0.06
C -3.86 -2.76 1.38 0.03
C -3.48 -4.88 -0.45 -0.13
H -5.16 -5.80 0.56 0.13
H -1.01 3.44 1.15 0.08
N -1.99 -1.60 0.16 -0.29
C 2.24 -6.16 -2.16 -0.05
H 2.95 -6.35 -2.95 0.12
C -1.33 1.23 3.56 -0.02
C -2.55 0.71 1.57 -0.30
C 1.52 -7.20 -1.60 -0.05
C 2.51 -4.66 2.06 -0.15
C -3.26 -5.82 -1.48 0.05
H -0.46 1.09 4.18 0.12
H 1.38 -0.91 2.53 0.02
H 3.01 -5.32 1.35 0.05
H -3.15 2.63 5.90 0.09
N -1.60 -3.60 -1.31 -0.06
H 3.61 2.13 -3.67 0.10
H 1.59 2.97 2.46 0.10
H 4.70 2.57 -1.72 0.10
C -4.67 -3.91 1.42 -0.02
H -2.20 3.88 5.11 0.09
H 2.51 5.08 -3.32 0.07
H 3.03 4.98 0.49 0.07
H 2.62 -4.04 -2.12 0.12
H -0.62 -0.09 2.03 0.06
H -4.30 2.85 3.50 0.13
```

## Properties
**LUMO energy (alpha / beta)**: -6.87 / -6.61 eV
**Charge**: +2
**Electronic energy**: -5485.3198 Eh
**M**: 945.198 g/mol
**HOMO-LUMO gap (alpha / beta)**: 6.54 / 7.02 eV
**HOMO energy (alpha / beta)**: -13.41 / -13.63 eV
**Expectation value of S²**: 0.845
**Relative energy (zero: lowest compared OMol25 entry of this formula, charge and spin)**: 31.5 kcal/mol
**Multiplicity**: 2